(1)
94
Properties=species:S:1:pos:R:3:forces:R:3:lowdin_charge:R:1 method="wB97M-V/def2-TZVPD" total_energy_ha=-6470.96192 total_charge=-1 relative_energy_kcal_mol=78.8
Sc -0.4780 -0.1386 -0.3040 -1.47 -1.11 -1.06 0.74
C -1.6757 2.2182 -4.0111 0.41 -0.26 -0.09 -0.02
C -1.4063 1.9736 -2.5440 -0.15 -0.15 -0.10 -0.30
O -1.0018 0.8399 -2.2238 -0.11 0.24 -0.37 -0.11
C -1.7544 2.9703 -1.5748 -0.16 -0.23 0.67 -0.12
C -1.8824 4.3445 -1.8692 0.04 -0.11 -0.06 -0.04
C -2.3023 5.2345 -0.9231 -0.10 0.18 0.06 -0.12
C -2.6668 4.7713 0.3515 0.10 -0.04 -0.18 -0.10
C -2.5440 3.4496 0.6740 -0.03 -0.33 0.06 -0.02
C -2.0168 2.5050 -0.2451 -0.26 0.90 -0.40 -0.40
O -1.7818 1.2987 0.1294 -0.48 -0.13 0.66 -0.20
H -0.3073 0.6947 -4.5267 0.06 0.09 -0.08 0.07
H -1.8816 3.2614 -4.2394 -0.06 -0.03 0.04 0.12
H -2.5727 1.6292 -4.2232 -0.10 0.11 0.05 0.13
H -1.5687 4.7147 -2.8369 -0.07 -0.03 -0.05 0.11
H -2.3289 6.2939 -1.1328 0.01 0.02 -0.06 0.10
H -3.0041 5.4812 1.0952 -0.01 -0.02 0.04 0.11
H -2.7898 3.0891 1.6645 0.02 0.02 0.03 0.11
O 0.6038 0.5579 3.5181 0.92 -0.13 -0.86 -0.46
Cl 1.3865 0.1021 2.3217 0.24 -1.06 2.22 0.97
O 1.8854 -1.3382 2.5681 -0.35 1.41 -0.43 -0.50
O 0.9815 -2.0742 0.2157 0.22 0.07 0.91 -0.07
O 1.0936 0.7481 -0.2552 1.92 -0.84 -0.10 -1.01
F -3.8460 -0.7521 -0.4236 0.00 -0.03 0.07 0.17
B -3.2253 -1.8402 -0.9800 -0.40 0.16 -0.34 -1.26
F -1.7554 -1.6838 -0.7460 -0.71 -0.83 -0.28 -0.05
F -3.6034 -3.0339 -0.4113 0.11 -0.17 0.15 0.16
F -3.3629 -1.8696 -2.3716 0.03 -0.09 0.07 0.08
C -2.6135 -1.8076 4.1288 0.04 -0.10 -0.10 -0.06
C -2.0928 -2.7456 3.2463 -0.07 0.12 0.16 -0.04
C -1.4265 -2.2991 2.1237 0.00 -0.30 -0.22 -0.11
N -1.2783 -1.0061 1.8182 0.05 0.27 0.39 0.01
C -1.7489 -0.1133 2.6938 -0.69 -0.06 -0.01 -0.15
C -2.4204 -0.4694 3.8554 0.08 0.01 -0.08 -0.04
H -3.1721 -2.1216 5.0012 0.05 0.00 0.04 0.11
H -2.2161 -3.8044 3.4223 0.04 -0.02 -0.06 0.11
H -1.0194 -3.0140 1.4193 -0.02 0.09 -0.08 0.12
H -1.6667 0.9259 2.4170 0.15 0.03 -0.04 0.10
H -2.7806 0.3008 4.5215 -0.04 0.04 -0.03 0.11
I 1.0507 2.5503 0.4654 1.14 2.46 0.35 0.88
I 1.0977 5.4466 1.0812 0.00 0.46 0.28 -0.31
C 0.2556 -7.3074 -6.0544 0.06 0.10 0.06 -0.06
C 0.1464 -5.9593 -5.3939 0.01 0.00 -0.03 -0.27
C -0.2487 -5.8395 -4.0678 -0.02 0.07 -0.10 -0.01
C -0.3867 -4.5961 -3.4635 -0.04 0.00 0.12 -0.27
C -0.8641 -4.5044 -2.0403 0.02 -0.01 -0.05 -0.04
C -0.1217 -3.4359 -4.2005 0.15 0.08 0.05 -0.30
As -0.5872 -1.6525 -3.4247 -0.26 -0.80 -0.88 1.44
N 0.6373 -1.3188 -2.3182 -0.15 0.38 0.72 -0.25
C 1.8167 -1.9481 -1.9879 0.21 -0.23 0.03 -0.31
C 2.8481 -2.1519 -2.9014 -0.07 0.00 0.08 -0.02
C 4.0765 -2.6340 -2.4780 0.04 -0.06 -0.10 -0.10
C 4.2773 -2.9473 -1.1448 0.04 0.00 0.00 -0.10
C 3.2531 -2.7680 -0.2235 -0.08 0.01 0.07 -0.01
C 2.0318 -2.2673 -0.6380 0.25 -0.06 -0.42 -0.27
C -0.5434 1.6866 -4.9458 -0.20 0.10 0.17 -0.23
C 0.6807 2.5481 -4.8706 0.20 0.06 -0.18 -0.20
C 1.3831 2.6372 -3.5546 -0.09 -0.04 0.01 -0.02
C 1.1282 3.2188 -5.9710 -0.10 -0.08 0.20 -0.02
C 0.5189 3.0998 -7.2342 0.05 0.06 -0.19 -0.27
C 1.0116 3.8592 -8.4277 -0.08 -0.02 0.08 -0.07
C -0.5697 2.2097 -7.3750 -0.14 -0.11 0.20 -0.03
C -1.0859 1.5118 -6.3304 0.19 -0.04 -0.26 -0.23
C -2.2121 0.5352 -6.5192 0.03 0.16 -0.07 -0.06
C 0.3016 -3.5465 -5.5255 -0.01 0.12 -0.06 -0.30
C 0.5724 -2.3258 -6.3723 -0.13 -0.13 0.10 -0.07
C 0.4391 -4.8032 -6.1041 -0.07 -0.03 0.06 -0.03
H -0.2194 -8.0767 -5.4472 0.02 -0.04 -0.02 0.07
H 1.3047 -7.5753 -6.1954 -0.02 -0.08 -0.02 0.08
H -0.2221 -7.2953 -7.0347 0.01 -0.04 -0.01 0.08
H -0.4840 -6.7321 -3.4983 0.01 -0.01 0.02 0.11
H -1.0226 -5.4943 -1.6140 -0.01 -0.01 -0.01 0.08
H -1.8127 -3.9666 -1.9955 0.01 0.00 0.12 0.07
H -0.1389 -3.9778 -1.4167 -0.06 0.03 0.03 0.07
H 2.6838 -1.8762 -3.9364 0.00 0.00 0.01 0.11
H 4.8785 -2.7513 -3.1950 0.01 -0.04 0.01 0.10
H 5.2352 -3.3256 -0.8141 0.01 0.01 0.03 0.10
H 3.4101 -2.9895 0.8246 -0.03 -0.03 0.03 0.12
H 1.3526 -1.9884 1.1589 -0.41 -0.15 -0.93 0.04
H 1.5341 1.6437 -3.1204 0.02 0.02 0.04 0.08
H 0.7921 3.2002 -2.8243 0.08 0.02 0.07 0.07
H 2.3470 3.1334 -3.6570 0.00 0.02 0.04 0.09
H 1.9978 3.8599 -5.8718 0.05 0.00 0.01 0.11
H 1.9517 4.3667 -8.2184 0.03 0.03 0.00 0.07
H 0.2792 4.6119 -8.7331 0.03 0.06 -0.06 0.08
H 1.1606 3.1936 -9.2808 0.03 0.01 -0.05 0.07
H -1.0034 2.0749 -8.3615 0.00 -0.04 -0.05 0.12
H -2.1178 0.0284 -7.4806 -0.01 -0.06 0.02 0.07
H -3.1810 1.0433 -6.5251 -0.04 -0.07 0.12 0.08
H -2.2219 -0.2084 -5.7202 -0.08 -0.05 -0.04 0.06
H 0.7448 -1.4390 -5.7587 0.07 0.06 -0.11 0.04
H -0.2813 -2.1262 -7.0242 0.02 0.09 -0.01 0.08
H 1.4438 -2.4862 -7.0066 0.04 0.09 0.01 0.08
H 0.7565 -4.8790 -7.1396 0.02 0.01 -0.01 0.12


(2)
89
Properties=species:S:1:pos:R:3:forces:R:3:lowdin_charge:R:1 method="wB97M-V/def2-TZVPD" multiplicity=5 total_energy_ha=-10283.75541 total_charge=+2 relative_energy_kcal_mol=0.0 s_squared=6.05
Pt 1.1799 1.2907 -0.6315 -0.05 -0.45 -0.06 0.99
Cl 6.9011 0.9190 3.4989 0.06 -0.02 0.02 0.85
C 5.3196 1.1355 2.9241 -0.05 0.00 -0.04 -0.56
C 4.3116 1.4185 3.8347 0.06 -0.02 -0.13 -0.15
C 3.0105 1.6095 3.4119 0.04 -0.03 -0.17 -0.62
I 1.5433 2.0755 4.7676 -0.11 -0.02 0.01 1.08
C 2.6621 1.4966 2.0163 0.30 -0.13 0.08 -0.40
O 1.4974 1.6314 1.6058 -0.24 0.28 0.07 -0.14
C 3.7497 1.2047 1.0660 -0.19 0.04 0.08 -0.14
N 3.4108 1.1329 -0.2358 0.08 0.12 0.02 0.00
C 4.3656 0.9172 -1.1264 -0.03 -0.04 0.02 -0.07
C 5.7025 0.7263 -0.7740 -0.03 0.00 -0.02 0.01
C 6.0529 0.7747 0.5509 0.06 0.00 0.01 0.02
C 5.0605 1.0334 1.5085 0.11 -0.01 0.19 -0.14
H 4.5617 1.4939 4.8839 0.01 0.00 0.00 0.11
H 4.0646 0.8926 -2.1641 -0.01 -0.01 -0.01 0.11
H 6.4394 0.5416 -1.5424 -0.01 0.01 0.00 0.13
H 7.0778 0.6230 0.8603 0.00 0.01 -0.01 0.11
Br -0.9437 1.2903 -7.1301 -0.05 0.02 -0.14 0.87
C -0.3323 1.1454 -5.3768 -0.01 -0.01 -0.01 -0.67
C 1.0038 0.8922 -5.1181 0.06 -0.03 0.06 -0.06
C 1.4008 0.8115 -3.7975 -0.05 -0.08 0.03 -0.09
N 0.5614 0.9553 -2.7726 0.06 0.26 -0.19 -0.02
C -0.7348 1.1797 -3.0286 -0.11 -0.02 0.23 -0.20
C -1.2182 1.2908 -4.3210 -0.02 -0.05 0.08 -0.03
C -1.6222 1.3219 -1.8344 0.08 0.08 -0.18 -0.20
C -3.0027 1.2509 -1.9161 0.01 0.02 0.02 -0.03
C -3.7484 1.4556 -0.7643 0.01 -0.01 -0.05 -0.66
Br -5.6094 1.4157 -0.8496 -0.16 0.02 -0.01 0.89
C -3.1084 1.7025 0.4396 0.02 0.09 -0.01 -0.07
C -1.7288 1.7290 0.4391 0.06 0.00 -0.02 -0.10
N -1.0062 1.5439 -0.6676 -0.04 0.06 0.03 -0.01
H 1.7193 0.7664 -5.9175 0.00 0.00 0.00 0.12
H 2.4319 0.6029 -3.5503 0.02 0.03 0.00 0.10
H -2.2577 1.5053 -4.5158 -0.02 0.00 0.00 0.11
H -3.4993 1.0413 -2.8509 -0.02 0.01 -0.02 0.11
H -3.6648 1.8697 1.3506 -0.01 0.00 -0.02 0.12
H -1.1685 1.9013 1.3509 0.02 0.04 -0.03 0.12
C 0.0146 5.3127 -0.9924 0.00 0.01 0.00 -0.01
C 1.1238 4.4937 -0.3218 0.03 -0.03 -0.12 -0.52
C 2.3934 5.3301 -0.1326 -0.01 -0.01 -0.01 -0.01
O 1.4380 3.4531 -1.1921 0.03 0.18 0.11 -0.09
H -0.2048 6.1655 -0.3498 -0.04 0.00 -0.03 0.10
H -0.8903 4.7174 -1.1126 0.00 0.00 0.01 0.07
H 0.3419 5.6680 -1.9681 0.01 0.03 0.01 0.10
H 0.7784 4.1115 0.6441 -0.01 -0.09 0.02 0.12
H 2.7545 5.6946 -1.0929 -0.01 0.03 0.00 0.10
H 3.1781 4.7432 0.3451 -0.01 0.01 0.00 0.08
H 2.1469 6.1767 0.5084 0.05 0.00 0.00 0.10
C -2.8250 -5.3517 -1.8547 0.03 -0.06 0.00 -0.09
C -1.5345 -4.9137 -1.1709 -0.02 0.03 -0.02 -0.24
C -0.7809 -3.8135 -1.9167 -0.03 -0.01 0.01 -0.19
C -1.4708 -2.4513 -1.9315 -0.08 -0.03 0.13 -0.14
N -1.7005 -1.9118 -0.5799 -0.11 -0.08 -0.22 0.00
C -0.7388 -1.4623 0.2467 -0.07 -0.09 0.04 -0.60
Se 1.0647 -1.3041 -0.2323 0.05 0.02 0.19 0.78
N -1.3092 -1.1435 1.4248 -0.07 0.00 0.22 0.00
C -0.6523 -0.6596 2.6447 -0.13 -0.01 -0.13 -0.16
C -0.5908 -1.7238 3.7325 0.04 0.00 -0.02 -0.17
C 0.4191 -2.8284 3.4357 0.05 0.00 0.06 -0.24
C 1.8611 -2.3259 3.4552 0.03 0.01 0.02 -0.10
C -2.6826 -1.3735 1.3452 0.21 0.01 0.13 -0.16
C -3.7011 -1.1572 2.2672 0.02 0.00 -0.02 0.00
C -4.9850 -1.4605 1.8561 -0.01 -0.02 -0.06 -0.05
C -5.2419 -1.9540 0.5681 0.02 0.01 0.05 -0.07
C -4.2270 -2.1565 -0.3473 0.01 0.02 0.03 0.00
C -2.9347 -1.8570 0.0716 0.14 -0.12 -0.14 -0.15
H -3.2755 -6.1976 -1.3366 0.01 0.01 0.01 0.08
H -2.6333 -5.6604 -2.8844 0.00 0.00 0.01 0.08
H -3.5747 -4.5621 -1.8798 -0.04 0.08 -0.01 0.05
H -0.8711 -5.7762 -1.0879 0.02 0.02 0.01 0.11
H -1.7365 -4.5946 -0.1422 -0.02 -0.01 -0.01 0.10
H -0.6397 -4.1120 -2.9597 0.01 0.02 0.00 0.13
H 0.2153 -3.6861 -1.4907 -0.01 -0.03 -0.02 0.06
H -2.4470 -2.5113 -2.4104 -0.03 0.02 0.01 0.12
H -0.8718 -1.7226 -2.4771 0.05 0.00 -0.01 0.10
H -1.2149 0.2158 2.9784 0.01 -0.03 0.04 0.12
H 0.3397 -0.3250 2.3626 0.07 0.05 -0.05 0.06
H -1.5866 -2.1426 3.8889 -0.01 -0.03 0.00 0.11
H -0.3121 -1.2255 4.6660 -0.02 0.02 -0.02 0.12
H 0.1906 -3.2981 2.4732 0.03 0.01 -0.01 0.10
H 0.3036 -3.6107 4.1874 -0.02 0.00 -0.01 0.12
H 2.0729 -1.6721 2.6043 0.00 -0.01 0.05 0.02
H 2.5671 -3.1554 3.4104 -0.02 0.01 -0.03 0.08
H 2.0622 -1.7731 4.3788 -0.01 -0.03 -0.03 0.08
H -3.5042 -0.7768 3.2601 0.00 -0.01 0.01 0.12
H -5.8087 -1.3177 2.5417 -0.01 0.00 -0.01 0.12
H -6.2607 -2.1775 0.2827 0.00 0.00 0.01 0.12
H -4.4418 -2.5251 -1.3389 0.00 -0.03 -0.04 0.11